{
  "formula": "C28H35F16IN2O8",
  "method": "ωB97M-V/def2-TZVPD",
  "symbols": ["C", "C", "O", "C", "C", "O", "C", "C", "C", "N", "N", "C", "C", "O", "C", "O", "C", "C", "C", "C", "I", "C", "C", "C", "C", "O", "O", "H", "H", "H", "H", "H", "H", "H", "H", "H", "H", "H", "H", "H", "H", "H", "H", "H", "H", "H", "H", "H", "H", "H", "H", "H", "H", "H", "C", "C", "C", "F", "F", "F", "F", "O", "C", "C", "F", "F", "F", "F", "H", "H", "H", "H", "C", "C", "C", "F", "F", "F", "F", "O", "C", "C", "F", "F", "F", "F", "H", "H", "H", "H"],
  "coordinates": [[-1.22826, -0.60392, -7.66543], [-1.39436, -1.91067, -6.64837], [-2.39532, -1.64256, -5.59021], [-2.23137, -2.62181, -4.48326], [-3.52458, -3.64193, -4.31833], [-4.24196, -3.50426, -3.04057], [-3.64184, -4.39870, -1.99563], [-2.62740, -3.56752, -1.00666], [-3.10503, -2.26533, -0.07027], [-2.21808, -1.50229, 0.84599], [-0.90725, -1.86465, 0.91096], [-0.06433, -0.97386, 1.85625], [-0.04117, -1.54314, 3.40597], [-0.13037, -3.00924, 3.51587], [0.25182, -3.31143, 4.92509], [0.01055, -2.43955, 5.94026], [0.96251, -4.74815, 5.39190], [1.82983, -4.55223, 6.80706], [-0.13741, -2.96688, 0.23513], [1.44926, -3.33337, 0.39682], [2.52780, -2.91421, -1.51387], [1.72181, -4.89758, 0.92577], [3.24053, -4.96499, 1.62047], [-1.00066, -3.91930, -0.83259], [-0.38306, -5.14353, -1.72134], [0.14344, -5.05268, -2.95003], [-0.45309, -6.52148, -1.13534], [-1.15496, -0.95901, -8.79371], [-2.15869, 0.10090, -7.57665], [-0.20879, -0.02231, -7.45726], [-0.31544, -2.12999, -6.22938], [-1.73342, -2.87105, -7.26420], [-2.00038, -2.00213, -3.51016], [-1.28321, -3.30663, -4.66967], [-4.26494, -3.38655, -5.21086], [-3.12650, -4.73278, -4.53178], [-4.56584, -4.73293, -1.32555], [-3.18951, -5.38248, -2.44799], [-4.24451, -1.94970, -0.17162], [1.00762, -0.75064, 1.41405], [-0.60416, 0.08843, 1.91491], [-0.92397, -0.97774, 3.97425], [1.02700, -1.24192, 3.84586], [0.08294, -5.48590, 5.62000], [1.66057, -5.11465, 4.51411], [2.59460, -3.67787, 6.61667], [1.11896, -4.18378, 7.68969], [2.38329, -5.55874, 7.10561], [2.03125, -2.66287, 1.19136], [1.81064, -5.57681, -0.04690], [0.87767, -5.28566, 1.64504], [3.18113, -4.43774, 2.66414], [3.96480, -4.31797, 0.94276], [3.68722, -6.04628, 1.64190], [-0.41340, 4.36403, 2.13700], [-1.46829, 5.46350, 1.93062], [-1.98547, 6.11372, 3.21006], [-2.56639, 5.22848, 4.04974], [-2.93226, 7.04624, 2.92109], [-2.48571, 4.96557, 1.17790], [-0.88682, 6.43927, 1.16353], [-0.89455, 3.01625, 2.15604], [-1.42459, 2.57539, 3.40506], [-2.93572, 2.30743, 3.35426], [-3.62827, 3.39252, 2.92738], [-3.41861, 1.99848, 4.58669], [-1.07501, 3.46000, 4.36942], [-0.76588, 1.42197, 3.70222], [0.24657, 4.40040, 1.26120], [0.24856, 4.57352, 2.98534], [-1.17746, 6.62165, 3.74690], [-3.16318, 1.47653, 2.67853], [2.10410, 6.78601, -1.95798], [2.05995, 5.86877, -0.72472], [3.41906, 5.52849, -0.12120], [4.23661, 4.89836, -0.99342], [3.27242, 4.69114, 0.94033], [1.35588, 4.74655, -1.03225], [1.32099, 6.51602, 0.23114], [2.06485, 6.13883, -3.23391], [3.31707, 5.64413, -3.70570], [3.36609, 4.11126, -3.78184], [3.07322, 3.53546, -2.58938], [4.60749, 3.67893, -4.12758], [4.31152, 6.16967, -2.95099], [3.47873, 6.16876, -4.95118], [1.18401, 7.38325, -1.93225], [2.91061, 7.52624, -1.89999], [3.92562, 6.42992, 0.23921], [2.65288, 3.73332, -4.52159]],
  "forces_ev_per_a": [[0.131, -0.355, -0.218], [0.512, 0.079, -1.271], [1.844, -1.696, 0.026], [0.709, -0.558, 0.421], [0.630, 0.600, -1.746], [2.216, -2.020, 0.150], [-1.172, 0.383, 0.789], [3.767, 2.111, 2.604], [2.769, -1.698, -0.439], [-1.562, -3.663, -3.806], [2.679, -2.169, -1.176], [-0.388, 1.054, 0.543], [0.437, 1.869, -0.176], [1.546, 0.639, 3.577], [-1.247, 3.200, 5.178], [1.440, -5.068, -7.062], [-0.164, 0.533, -0.245], [-0.413, 0.815, -0.371], [-3.533, -0.899, -1.984], [-0.247, 0.146, 2.184], [-0.760, -0.165, 1.170], [1.191, -0.538, -1.215], [-0.527, 1.130, -0.704], [-2.650, 2.547, 1.234], [2.092, -6.898, -2.472], [-3.054, 1.382, 6.171], [-0.332, 8.025, -1.780], [-0.240, 0.592, 2.409], [1.885, -1.306, -0.064], [-2.435, -1.170, -0.217], [-2.251, 0.348, -0.453], [0.668, 2.018, 1.234], [-0.773, -1.277, -1.737], [-1.888, 1.474, 0.361], [1.360, -0.389, 2.136], [-0.940, 2.028, 0.846], [2.035, 0.797, -1.291], [-0.378, 2.173, 0.949], [2.874, -0.444, 0.557], [-2.344, -0.955, 0.761], [1.129, -2.629, -0.321], [2.109, -1.633, -1.067], [-2.588, -0.297, -0.832], [1.681, 1.298, -0.807], [-1.606, 0.549, 1.813], [-1.349, -1.921, 0.501], [1.531, -0.986, -2.099], [-1.262, 2.216, -0.806], [-1.718, -1.171, -1.814], [-0.751, 1.351, 2.229], [1.631, 0.925, -1.557], [0.345, -1.243, -1.784], [-1.445, -1.321, 1.379], [-1.151, 2.085, 0.204], [1.009, -0.145, -0.604], [-0.195, -0.635, -0.869], [-0.510, 0.862, 0.481], [0.056, 0.577, -0.193], [0.235, -0.142, -0.258], [0.158, 0.231, 0.377], [-0.399, -0.083, 0.820], [-1.148, 0.011, 1.645], [1.788, 1.043, -0.691], [-1.068, -0.065, -0.068], [0.369, -0.636, -0.060], [0.562, 0.010, -0.168], [-0.268, -1.027, -0.016], [-0.605, 0.176, -0.044], [-0.397, -0.032, 0.078], [-0.382, 0.034, -0.050], [0.098, -0.112, -0.134], [0.265, 0.013, 0.007], [-0.623, 0.818, -0.400], [-0.724, -0.164, -0.686], [0.683, -0.289, 0.646], [-0.218, 0.140, 0.674], [-0.347, 0.097, -0.015], [0.309, 0.136, 0.246], [0.964, 0.009, -0.198], [1.633, -0.940, 0.298], [-0.741, 1.964, 0.249], [-0.005, -0.996, -0.062], [-0.146, 0.218, -0.553], [-0.208, 0.531, -0.008], [-0.003, -0.363, -0.844], [-0.109, -0.726, 0.439], [0.068, -0.375, 0.041], [-0.004, -0.386, 0.102], [-0.156, 0.064, -0.107], [0.018, 0.282, 0.015]],
  "orbital_gap_ev": 6.100,
  "lumo_energy_ev": -1.9,
  "fmax_ev_per_a": 8.81,
  "homo_ev": -8.00,
  "energy_ev": -100525.8039,
  "mol_weight_g_mol": 958.5
}

{
  "formula": "C4H15NO2",
  "method": "ωB97M-V/def2-TZVPD",
  "symbols": ["C", "C", "C", "C", "N", "H", "H", "H", "H", "H", "H", "H", "H", "H", "H", "H", "H", "H", "O", "H", "H", "O"],
  "coordinates": [[2.49176, -1.40263, 1.89762], [2.46709, -0.93320, 0.39246], [1.09576, -0.33960, 0.00412], [1.33508, 0.81344, -0.99664], [0.16268, 1.25126, -1.75407], [3.47903, -1.25023, 2.33920], [2.14841, -2.42229, 1.92093], [1.84510, -0.79392, 2.53774], [3.31179, -0.29530, 0.15595], [2.59669, -1.91258, -0.07155], [0.41633, -1.00590, -0.50455], [0.65135, 0.04192, 0.92214], [2.10391, 0.49504, -1.69603], [1.77593, 1.68442, -0.50162], [-0.69186, 1.04872, -1.24793], [0.04479, 0.66960, -2.57773], [-2.47025, 2.06672, 1.03193], [-2.38658, 1.03007, -0.08090], [-2.62485, 1.95188, 0.08642], [-4.56002, -1.58506, 0.07335], [-3.03405, -1.91085, 0.01625], [-3.68475, -1.20135, 0.15426]],
  "forces_ev_per_a": [[0.182, 1.526, -0.481], [-0.921, -1.673, 1.529], [1.376, 1.272, -0.396], [-0.187, 0.048, 0.143], [-0.277, -0.468, -0.304], [0.075, -0.596, -0.133], [0.094, -0.406, 0.437], [-0.179, -0.058, -0.194], [-0.081, 0.225, -0.061], [0.290, 0.411, -0.853], [-0.125, -0.667, 0.156], [-0.420, 0.060, -0.113], [0.019, -0.114, -0.255], [-0.114, -0.085, 0.232], [0.078, 0.493, 0.331], [0.294, 0.093, -0.134], [-0.050, -0.002, -0.149], [-0.399, 0.081, 0.135], [0.226, -0.148, 0.118], [0.011, -0.179, -0.059], [-0.614, 0.244, 0.069], [0.721, -0.058, -0.019]],
  "orbital_gap_ev": 9.579,
  "lumo_energy_ev": 0.5,
  "fmax_ev_per_a": 2.45,
  "homo_ev": -9.11,
  "energy_ev": -9975.7649,
  "mol_weight_g_mol": 109.2,
  "smiles": "CCCCN.O.O"
}

{
  "formula": "C4H11N2O",
  "method": "ωB97M-V/def2-TZVPD",
  "symbols": ["C", "C", "C", "C", "N", "O", "N", "H", "H", "H", "H", "H", "H", "H", "H", "H", "H", "H"],
  "coordinates": [[-1.60432, -1.46319, 0.19578], [-0.93615, -0.11118, 0.45869], [-0.12141, 0.20154, -0.88948], [1.27322, 0.80474, -0.66158], [1.65397, 1.94183, -1.25388], [2.09765, 0.08172, -0.08223], [0.10173, -0.39101, 1.48288], [-1.87806, -2.00877, 1.10072], [-0.97830, -2.13880, -0.38526], [-2.47384, -1.41442, -0.46364], [-1.61350, 0.65570, 0.81622], [0.09054, -0.78168, -1.28318], [-0.72987, 0.92003, -1.43194], [2.59977, 2.14494, -1.53525], [1.10399, 2.78456, -1.32004], [0.40459, 0.49169, 1.88983], [1.03252, -0.71125, 1.07065], [-0.02254, -1.00646, 2.29171]],
  "forces_ev_per_a": [[-0.820, -0.431, -0.286], [0.963, -2.241, -1.652], [-0.564, 2.003, 2.306], [1.003, -1.293, 0.054], [-0.284, 1.293, -0.542], [-0.365, 0.274, -0.233], [2.147, 0.424, 1.487], [-0.229, 0.276, 0.058], [0.540, 0.079, 0.287], [-0.191, 0.459, 0.361], [0.118, 0.125, -0.038], [-0.151, 0.247, -0.853], [-0.087, -0.626, -0.700], [0.415, -0.567, 0.682], [-0.699, -0.482, -0.269], [0.021, 0.210, 0.215], [-0.714, 0.334, -0.560], [-1.103, -0.086, -0.316]],
  "orbital_gap_ev": 11.243,
  "charge": 1,
  "lumo_energy_ev": -3.2,
  "fmax_ev_per_a": 3.11,
  "homo_ev": -14.48,
  "energy_ev": -9347.6463,
  "mol_weight_g_mol": 103.1,
  "smiles": "C[C@@H]([NH3+])CC(N)=O"
}

{
  "formula": "C40H35KN3O2P2",
  "method": "ωB97M-V/def2-TZVPD",
  "symbols": ["K", "C", "N", "P", "C", "C", "C", "C", "C", "C", "C", "C", "C", "C", "C", "C", "P", "C", "C", "C", "C", "C", "C", "C", "C", "C", "C", "C", "C", "H", "H", "H", "H", "H", "H", "H", "H", "H", "H", "H", "H", "H", "H", "H", "H", "H", "H", "H", "H", "H", "H", "H", "C", "C", "C", "C", "C", "C", "C", "C", "C", "C", "H", "H", "H", "H", "H", "H", "H", "C", "N", "C", "C", "C", "O", "N", "C", "O", "H", "H", "H", "H", "H"],
  "coordinates": [[1.75298, -1.74205, -0.41196], [-2.26085, 1.92248, 0.63214], [-1.31463, 0.84554, 0.35244], [-0.60773, 0.68301, -1.20871], [-2.07686, 0.45268, -2.27365], [-1.99333, 0.78653, -3.62544], [-3.03481, 0.49646, -4.49277], [-4.17670, -0.13789, -4.02201], [-4.26533, -0.48353, -2.68204], [-3.22096, -0.19385, -1.81613], [-0.12510, 2.40604, -1.61813], [-0.99716, 3.42430, -2.00695], [-0.52757, 4.71319, -2.20461], [0.81991, 5.00269, -2.01357], [1.69620, 3.99872, -1.63364], [1.22447, 2.70532, -1.44429], [-0.27635, 0.24459, 1.57915], [-1.47306, -0.27638, 2.86308], [-1.13481, -0.23520, 4.21463], [-1.98410, -0.76623, 5.17471], [-3.18483, -1.35041, 4.79800], [-3.52691, -1.40695, 3.45410], [-2.67565, -0.87961, 2.49531], [0.43425, 1.77064, 2.30370], [-0.24921, 2.67078, 3.12424], [0.35097, 3.85616, 3.51704], [1.63828, 4.16192, 3.08568], [2.32481, 3.27670, 2.27077], [1.72769, 2.08081, 1.89100], [-2.98953, 1.99264, -0.17670], [-1.75653, 2.88856, 0.73000], [-2.79892, 1.71089, 1.55778], [-1.10378, 1.27674, -4.00442], [-2.95093, 0.75994, -5.53992], [-4.98753, -0.37332, -4.69997], [-5.14153, -0.99931, -2.30978], [-3.28538, -0.49248, -0.77808], [-2.04723, 3.20663, -2.16373], [-1.21331, 5.49623, -2.50557], [1.18128, 6.01287, -2.16546], [2.74944, 4.19260, -1.47600], [1.93879, 1.94419, -1.14864], [-0.19833, 0.21568, 4.52105], [-1.70359, -0.72502, 6.21996], [-3.84659, -1.76716, 5.54685], [-4.45449, -1.87454, 3.14798], [-2.93892, -0.94586, 1.44724], [-1.25336, 2.44027, 3.46007], [-0.18731, 4.54855, 4.15312], [2.09980, 5.09524, 3.38534], [3.31870, 3.50313, 1.90622], [2.27686, 1.39621, 1.25298], [-1.24693, -7.14274, -2.95434], [-0.02987, -6.46477, -3.18477], [0.18143, -5.23490, -2.62385], [-0.78316, -4.59256, -1.80153], [-0.49901, -3.29392, -1.24316], [-1.53357, -2.79961, -0.46915], [-2.76126, -3.46335, -0.22655], [-3.00211, -4.69037, -0.77400], [-2.00649, -5.29145, -1.58324], [-2.20811, -6.56579, -2.17327], [-1.41592, -8.11771, -3.39769], [0.73183, -6.92241, -3.80571], [1.10982, -4.70126, -2.79428], [-1.41431, -1.82238, 0.00578], [-3.51882, -2.99812, 0.40281], [-3.93568, -5.21611, -0.59878], [-3.14761, -7.07997, -1.99232], [6.69084, 2.45369, 0.37030], [6.03510, 1.16688, 0.47189], [6.67292, 0.09611, 1.02815], [6.05645, -1.08192, 1.18420], [4.66978, -1.20933, 0.73883], [4.07336, -2.29166, 0.84881], [4.05312, -0.11535, 0.20580], [4.68025, 1.06714, 0.08552], [4.14353, 2.09975, -0.33786], [7.76632, 2.29890, 0.28264], [6.49037, 3.08011, 1.24397], [6.32052, 2.97515, -0.50741], [7.70134, 0.26629, 1.32395], [6.55470, -1.93751, 1.61284]],
  "forces_ev_per_a": [[0.025, -0.041, 0.005], [0.008, -0.007, 0.001], [0.018, 0.027, -0.009], [-0.085, -0.010, -0.074], [0.023, 0.036, -0.029], [-0.014, -0.002, -0.005], [-0.002, -0.003, 0.004], [0.005, 0.000, -0.001], [-0.002, 0.000, -0.006], [0.016, 0.006, 0.015], [0.037, -0.022, -0.005], [-0.003, 0.026, 0.002], [-0.007, -0.003, -0.004], [0.014, 0.000, 0.004], [-0.015, -0.017, 0.010], [0.034, 0.030, -0.007], [-0.022, 0.010, 0.087], [-0.047, 0.006, -0.030], [0.014, -0.012, 0.020], [0.012, 0.005, -0.001], [-0.005, -0.002, -0.006], [-0.001, -0.005, 0.013], [0.024, 0.039, 0.014], [-0.024, 0.002, 0.049], [0.017, 0.010, -0.008], [0.007, 0.000, -0.002], [-0.014, 0.005, 0.005], [0.005, -0.008, -0.009], [0.025, 0.015, -0.024], [-0.003, -0.016, -0.001], [-0.009, -0.001, 0.008], [-0.002, 0.002, 0.004], [0.002, 0.000, -0.001], [-0.002, -0.001, 0.000], [0.000, 0.001, 0.000], [0.001, -0.002, 0.004], [0.002, 0.009, -0.002], [0.002, -0.006, 0.001], [0.000, -0.001, 0.001], [0.000, -0.001, 0.000], [-0.003, 0.016, -0.001], [-0.028, -0.014, 0.008], [0.003, -0.004, 0.001], [-0.002, 0.000, 0.001], [0.000, 0.000, 0.000], [0.000, -0.001, -0.003], [0.007, 0.014, -0.004], [-0.002, 0.004, 0.002], [0.000, 0.001, -0.001], [0.000, 0.000, 0.001], [0.002, 0.002, 0.000], [-0.009, -0.007, -0.005], [-0.001, -0.005, -0.003], [0.003, -0.003, -0.004], [0.016, -0.003, 0.008], [-0.076, 0.018, -0.045], [0.012, -0.176, -0.010], [0.074, 0.057, 0.037], [-0.010, 0.004, -0.004], [-0.029, -0.001, 0.005], [0.027, 0.001, -0.028], [0.006, 0.003, 0.000], [-0.001, 0.000, 0.001], [0.000, 0.001, 0.000], [-0.002, 0.004, 0.004], [-0.024, -0.018, 0.037], [0.009, -0.023, -0.011], [0.002, 0.001, -0.001], [0.000, 0.002, 0.001], [0.030, -0.004, 0.008], [-0.017, 0.000, -0.009], [0.005, -0.010, -0.013], [0.034, 0.016, -0.002], [0.034, 0.126, 0.017], [-0.076, -0.089, -0.035], [0.004, 0.004, 0.003], [-0.016, 0.029, 0.019], [-0.009, -0.010, 0.000], [0.005, 0.008, 0.015], [-0.011, 0.004, -0.002], [0.007, -0.018, -0.008], [0.002, 0.001, -0.001], [0.002, 0.002, 0.001]],
  "orbital_gap_ev": 6.289,
  "charge": -1,
  "lumo_energy_ev": 2.4,
  "fmax_ev_per_a": 0.18,
  "homo_ev": -3.84,
  "energy_ev": -85519.6899,
  "mol_weight_g_mol": 690.8
}